1.
Density functional theory data (ωB97M-V with the def2-TZVPD basis set) for C18H13CoF3N4S2 as an isolated structure.

Summary:
Multiplicity   2
ΔE to the lowest compared entry with this formula, charge and spin   0.0 kcal/mol
LUMO energy (alpha / beta)   0.265 / 0.276 eV
HOMO-LUMO gap (alpha / beta)   7.8 / 8.1 eV

Positions of all 41 atoms, in Å:
Co  -0.70030  0.12080  0.14994
F  -1.10870  -5.01316  3.73467
C  -1.56715  -4.00801  2.95808
F  -2.24207  -4.58052  1.94996
F  -2.45548  -3.32727  3.69779
C  -0.44194  -3.14031  2.47007
C  0.85659  -3.39111  2.86942
C  1.89619  -2.58507  2.41812
C  1.58428  -1.55087  1.56020
N  0.33990  -1.31068  1.16789
C  -0.69535  -2.05264  1.61349
S  -2.21380  -1.47322  1.03660
H  1.05789  -4.21893  3.53489
H  2.91602  -2.75596  2.72814
H  2.34565  -0.89069  1.16034
S  2.53093  3.13958  0.07516
C  1.67251  3.46076  1.51791
C  0.62430  2.60806  1.70459
C  0.46976  1.63772  0.67070
C  1.44773  1.82160  -0.28020
C  1.55623  0.99147  -1.46420
C  2.53578  1.12769  -2.45492
C  2.52729  0.27100  -3.53539
C  1.54932  -0.71501  -3.62233
C  0.61272  -0.78864  -2.61007
N  0.60399  0.03921  -1.56456
H  1.99609  4.26872  2.15601
H  -0.02057  2.66870  2.57121
H  3.28610  1.90105  -2.35778
H  3.27916  0.36448  -4.30851
H  1.51621  -1.40776  -4.45064
H  -0.17020  -1.53853  -2.62136
N  -1.74692  2.05263  -1.83095
C  -2.74672  2.89367  -2.14625
C  -3.76772  2.65055  -1.25682
C  -3.28224  1.63035  -0.42498
N  -2.06065  1.27581  -0.79039
H  -0.83570  1.96893  -2.25046
H  -2.66380  3.58406  -2.96750
H  -4.72629  3.13484  -1.21314
H  -3.75906  1.13671  0.40526

natural (NBO) atomic charge list, values in e, 5 entries: atom 1 (Co): 0.97, atom 2 (F): -0.33, atom 3 (C): 0.98, atom 4 (F): -0.32, atom 5 (F): -0.32

=====

2.
Density functional theory data (ωB97M-V with the def2-TZVPD basis set) for C18H13N3O2PtSe as an isolated structure in a non-equilibrium geometry.

Summary:
Multiplicity   1
Net charge   +2
LUMO energy (alpha / beta)   -10.299 / -9.942 eV
HOMO-LUMO gap (alpha / beta)   3.5 / 4.3 eV

Positions of all 38 atoms, in Å:
Pt  -0.88329  -2.30977  -0.65625
C  -1.85400  -3.24087  2.97288
O  -1.40686  -2.21381  2.06855
C  -1.80741  -0.97608  2.24729
C  -2.68746  -0.57317  3.24499
C  -2.95505  0.76814  3.42186
C  -2.36753  1.75736  2.60124
C  -1.51634  1.39859  1.60311
C  -1.22846  0.02700  1.37487
N  -0.40238  -0.37759  0.39740
N  0.27644  0.50130  -0.25362
C  1.29096  0.22866  -1.05770
C  1.74126  -1.16991  -1.34362
O  1.07430  -2.13946  -0.93587
C  2.92245  -1.35143  -2.10691
C  3.56565  -0.29280  -2.65221
C  3.08682  1.05806  -2.51560
C  3.72038  2.11802  -3.15237
C  3.28523  3.42482  -2.94636
C  2.20440  3.68549  -2.11165
C  1.55056  2.64610  -1.47983
C  1.96358  1.31869  -1.68947
H  -2.93037  -3.39404  2.89528
H  -1.58012  -2.99155  3.99816
H  -1.33098  -4.14404  2.67640
H  -3.14455  -1.30031  3.89944
H  -3.62387  1.06725  4.21815
H  -2.61259  2.79838  2.75615
H  -1.06981  2.13916  0.95656
H  3.27646  -2.36156  -2.26271
H  4.47610  -0.45579  -3.21630
H  4.55616  1.92059  -3.81099
H  3.79222  4.24594  -3.43479
H  1.87145  4.70117  -1.95026
H  0.71639  2.83047  -0.81974
Se  -5.46945  -3.50131  -1.15008
C  -3.82194  -3.07105  -0.96131
N  -2.67835  -2.77062  -0.82469

natural (NBO) atomic charge list, values in e, 5 entries: atom 1 (Pt): 0.98, atom 2 (C): -0.27, atom 3 (O): -0.43, atom 4 (C): 0.43, atom 5 (C): -0.32

=====

3.
Density functional theory data (ωB97M-V with the def2-TZVPD basis set) for C18H13N6O5S2W as an isolated structure in a non-equilibrium geometry.

Summary:
Multiplicity   2
ΔE to the lowest compared entry with this formula, charge and spin   9.7 kcal/mol
LUMO energy (alpha / beta)   -1.399 / -1.721 eV
HOMO-LUMO gap (alpha / beta)   6.2 / 5.9 eV

Positions of all 45 atoms, in Å:
W  0.48677  -0.48925  0.49804
O  0.70267  2.32385  3.70814
C  0.61807  1.32015  3.04114
N  0.11667  1.18235  1.76864
C  -0.52683  2.26465  1.16194
O  -0.53173  3.41925  1.51374
C  -1.33843  1.75175  0.01664
C  -2.05363  2.58325  -0.82646
C  -2.92683  2.03665  -1.75066
C  -3.10173  0.64585  -1.74136
C  -2.33573  -0.13575  -0.91406
N  -1.39473  0.37595  -0.07196
C  1.02087  -0.02885  3.57704
C  1.44027  -0.17485  4.89304
C  1.80607  -1.42855  5.34824
C  1.73947  -2.49735  4.45864
C  1.30147  -2.27305  3.16574
N  0.93497  -1.06495  2.72044
H  -1.89393  3.64575  -0.73676
H  -3.47753  2.66885  -2.42656
H  -3.82783  0.18335  -2.39226
H  -2.45903  -1.21385  -0.88906
H  1.46977  0.70595  5.51724
H  2.14747  -1.57315  6.36154
H  2.01837  -3.49375  4.76194
H  1.24627  -3.08715  2.44934
C  -0.90893  1.23965  -5.27236
C  -0.33393  0.54685  -4.08526
C  -0.58703  -0.81045  -3.83166
C  -0.19963  -1.31985  -2.60976
N  0.44977  -0.56585  -1.71066
C  0.79547  0.70545  -2.11566
S  1.71677  1.51665  -0.93126
N  0.39157  1.26515  -3.24196
H  -0.62023  0.74015  -6.19396
H  -0.57553  2.27105  -5.29566
H  -1.99633  1.21295  -5.21096
H  -1.10873  -1.42095  -4.54866
H  -0.40653  -2.34205  -2.31966
O  2.98157  -0.13335  1.41574
N  3.39087  -1.13515  0.81344
O  4.49267  -1.57475  0.92694
O  2.52697  -1.70755  0.06854
S  -0.89463  -3.79445  0.45044
C  -0.29543  -2.34045  0.48004

natural (NBO) atomic charge list, values in e, 5 entries: atom 1 (W): 1.28, atom 2 (O): -0.53, atom 3 (C): 0.65, atom 4 (N): -0.72, atom 5 (C): 0.65

=====

4.
Density functional theory data (ωB97M-V with the def2-TZVPD basis set) for C18H13O5P as an isolated structure in a non-equilibrium geometry.

Summary:
Multiplicity   1
ΔE to the lowest compared entry with this formula, charge and spin   46.4 kcal/mol
LUMO energy   0.837 eV
HOMO-LUMO gap   9.4 eV

Positions of all 37 atoms, in Å:
O  -0.49732  0.17338  1.47945
O  0.51370  1.53859  0.00746
O  -0.30617  0.00200  -1.71021
O  -1.31715  -1.03066  -0.22107
O  -2.01467  1.60632  -0.40192
C  3.23608  -1.33956  2.78622
C  2.70919  -1.81775  1.56986
C  2.29294  -0.66504  3.72271
C  3.45423  1.90147  -1.99683
C  3.11857  1.09929  -3.01003
C  -5.11177  -1.31104  -0.39917
C  -5.39867  0.04505  -0.43600
C  1.43222  -1.32187  1.10758
C  1.07888  -0.24060  3.21020
C  2.59938  2.07341  -0.96230
C  1.87183  0.47859  -3.00816
C  -3.71210  -1.69490  -0.37201
C  -4.33596  0.99492  -0.35363
C  0.65687  -0.50023  1.92756
C  1.37929  1.43248  -0.99016
C  0.96142  0.59272  -1.92884
C  -2.63261  -0.72192  -0.34152
C  -2.98990  0.64558  -0.38602
P  -0.70929  0.50752  -0.17683
H  4.17070  -1.78997  3.04528
H  3.30733  -2.40953  0.82648
H  2.56247  -0.35579  4.74362
H  4.45462  2.31322  -2.04695
H  3.86599  0.97972  -3.85987
H  -5.86721  -2.08807  -0.51958
H  -6.42312  0.34951  -0.53237
H  1.22272  -1.44436  0.07607
H  0.35828  0.22883  3.87740
H  2.70961  2.64328  -0.02997
H  1.61763  -0.17360  -3.79685
H  -3.50064  -2.74588  -0.53901
H  -4.75735  2.04487  -0.36058

natural (NBO) atomic charge list, values in e, 5 entries: atom 1 (O): -0.77, atom 2 (O): -0.71, atom 3 (O): -0.71, atom 4 (O): -0.69, atom 5 (O): -0.67

=====

5.
Density functional theory data (ωB97M-V with the def2-TZVPD basis set) for C18H14Cl3CoN7S2 as an isolated structure in a non-equilibrium geometry.

Summary:
Multiplicity   5
Net charge   +3
ΔE to the lowest compared entry with this formula, charge and spin   2.9 kcal/mol
LUMO energy (alpha / beta)   -9.087 / -13.659 eV
HOMO-LUMO gap (alpha / beta)   7.9 / 3.3 eV

Positions of all 45 atoms, in Å:
Co  -0.78028  -1.06169  -0.83284
S  4.72271  -2.48446  3.89426
N  4.72977  -2.36799  2.29554
C  3.48910  -2.15745  1.90996
C  3.02791  -2.03455  0.55211
C  3.83873  -2.25426  -0.57041
C  3.28029  -2.18483  -1.82957
C  1.93138  -1.87324  -1.95114
N  1.15028  -1.65227  -0.89181
C  1.67308  -1.74345  0.35702
C  0.75239  -1.61547  1.47685
N  -0.53846  -1.31269  1.19101
C  -1.45099  -1.36535  2.16037
C  -1.12597  -1.70185  3.46949
C  0.19346  -1.93201  3.79678
C  1.16622  -1.87173  2.78966
C  2.57059  -2.09965  3.00817
N  3.15960  -2.26896  4.17266
H  4.88536  -2.49160  -0.42428
H  3.86854  -2.37716  -2.71547
H  1.47187  -1.81802  -2.93056
H  -2.47287  -1.11671  1.90099
H  -1.90676  -1.76832  4.21394
H  0.49756  -2.16813  4.80904
Cl  -5.10363  -4.13170  -2.12058
C  -4.99994  -2.44935  -1.60862
Cl  -5.67278  -1.35933  -2.82837
Cl  -5.76847  -2.19955  -0.02089
C  -3.60697  -2.08934  -1.41276
N  -2.50931  -1.80229  -1.25372
S  -0.62066  0.81733  -2.12477
C  -0.74528  2.51026  -1.68052
N  -0.84740  2.89062  -0.42405
C  -0.93993  4.30797  -0.03278
C  -0.25551  5.16697  -1.08711
C  -0.77055  4.82193  -2.47634
N  -0.71067  3.36864  -2.67603
H  -0.87965  2.18823  0.29847
H  -0.45517  4.42474  0.93436
H  -1.99213  4.57646  0.08231
H  0.82207  4.99560  -1.04702
H  -0.43102  6.22024  -0.88246
H  -0.16511  5.29662  -3.24697
H  -1.80252  5.15337  -2.61931
H  -0.67890  3.01441  -3.62461

natural (NBO) atomic charge list, values in e, 5 entries: atom 1 (Co): 1.42, atom 2 (S): 1.09, atom 3 (N): -0.57, atom 4 (C): 0.10, atom 5 (C): -0.06

=====

6.
Density functional theory data (ωB97M-V with the def2-TZVPD basis set) for one molecule with the formula C18H14ClN5O2S in a non-equilibrium geometry.

Summary:
Multiplicity   1
Structure (SMILES)   CSc1ncc(Cl)c(C(=O)[C@H](C#N)c2nc3c(C)cc(C)cc3c(=O)[nH]2)n1
ΔE to the lowest compared entry with this formula, charge and spin   55.5 kcal/mol
LUMO energy   -1.773 eV
HOMO-LUMO gap   6.5 eV

Positions of all 41 atoms, in Å:
N  -0.72123  -3.66289  0.76706
O  -1.59380  0.40825  -3.60225
O  1.55254  -2.32075  -1.93184
Cl  4.32584  -2.91406  -2.40028
C  -0.05737  -2.69887  0.42232
N  -1.33185  -0.09313  0.32028
N  5.76639  -1.14541  0.89773
N  3.36209  -0.75470  0.81330
S  4.63037  0.56556  2.72463
C  -1.67727  0.05476  -2.45706
C  1.86835  -1.80165  -0.87421
C  -0.39642  -0.50354  -0.57852
C  4.60678  -0.63161  1.34583
C  5.65753  -1.78321  -0.25637
C  3.21561  -1.47509  -0.30082
C  -3.78975  1.34993  -2.11892
C  -4.47582  1.80467  0.24588
C  4.41489  -2.03444  -0.90552
C  -2.39745  0.63731  -0.19405
C  -2.58837  0.75656  -1.59749
C  -4.68109  1.92345  -1.15410
C  -3.33417  1.16139  0.74306
N  -0.48374  -0.44262  -1.91324
C  6.44493  0.60880  3.11452
C  0.61668  -1.39020  0.04494
C  -6.13992  2.26942  -1.54528
C  -3.05878  0.91659  2.26417
H  6.43518  -2.29655  -0.65367
H  -3.84024  1.57618  -3.27068
H  -5.20891  2.18657  0.91155
H  0.16462  -0.90237  -2.51927
H  6.77926  -0.38487  3.42995
H  6.59576  1.36077  3.91658
H  6.92620  0.89321  2.10948
H  0.98016  -0.92883  0.97316
H  -6.71704  1.38958  -1.26685
H  -6.46330  3.13750  -0.90919
H  -6.29487  2.51552  -2.64626
H  -3.22842  1.83514  2.88810
H  -3.81331  0.11992  2.71337
H  -2.05005  0.69368  2.44999

natural (NBO) atomic charge list, values in e, 5 entries: atom 1 (N): -0.29, atom 2 (O): -0.58, atom 3 (O): -0.49, atom 4 (Cl): 0.07, atom 5 (C): 0.28